An isolated molecule of C5H7NO in a non-equilibrium geometry, computed with the ωB97M-V functional and the def2-TZVPD basis.

Structure (XYZ):
```
14
Properties=species:S:1:pos:R:3
C -0.336 0.899 1.660
C 0.232 -0.017 0.602
C 0.860 -1.230 1.023
N 1.462 -2.162 1.366
C 0.019 0.181 -0.720
O -0.246 1.411 -1.217
C -0.159 -0.909 -1.727
H -1.116 0.336 2.186
H 0.380 1.261 2.403
H -0.843 1.752 1.199
H 0.121 2.063 -0.602
H -0.097 -0.524 -2.745
H -1.166 -1.313 -1.571
H 0.545 -1.729 -1.578
```

Values from the calculation:
Charge = 0
Orbital gap = 9.45 eV
Relative energy (zero: lowest compared OMol25 entry of this formula, charge and spin) = 24.1 kcal/mol
Largest force on an atom = 0.02077 hartree/bohr
Electronic energy = -324.68606 Eh
Multiplicity = 1
SMILES = C/C(O)=C(/C)C#N